No. 1
The following is a DFT calculation (ωB97M-V/def2-TZVPD) of one molecule with the formula C6H12O.

The geometry in XYZ format:
```
19
Properties=species:S:1:pos:R:3:forces:R:3:nbo_charge:R:1
C 0.30223 -0.29334 -2.08615 0.0101 -0.0382 -0.0083 -0.62
C -0.01601 0.17516 -0.67233 0.1750 -0.2311 0.0366 0.25
O -0.64432 1.45980 -0.74926 -0.2548 0.0585 -0.1317 -0.73
C -0.89861 -0.76877 0.15961 -0.0494 -0.0240 -0.0485 -0.43
C -0.83851 -0.10722 1.53666 -0.0341 -0.0107 0.0367 -0.40
C 0.66618 0.18727 1.69498 0.0418 0.0045 0.0654 -0.40
C 1.20013 0.37285 0.24839 0.0506 0.0066 -0.0515 -0.42
H -0.62700 -0.42474 -2.65659 0.1455 0.0064 0.0824 0.20
H 0.84587 -1.24414 -2.10197 -0.0819 0.1195 0.0744 0.21
H 0.90296 0.46670 -2.59722 -0.0565 -0.1377 0.0830 0.22
H -1.51483 1.32831 -1.14872 0.1270 0.1151 0.0310 0.46
H -1.90879 -0.88885 -0.25258 0.1175 0.0957 0.0483 0.20
H -0.43564 -1.76532 0.19773 -0.0623 0.1444 -0.0610 0.20
H -1.39706 0.83244 1.49160 0.0480 -0.1534 0.1055 0.21
H -1.25422 -0.71378 2.34672 0.1127 0.0248 -0.1248 0.21
H 1.16003 -0.66720 2.17282 -0.0502 0.1387 -0.0709 0.20
H 0.85457 1.06050 2.32630 -0.0357 -0.1174 -0.1058 0.21
H 1.97002 -0.37190 0.01443 -0.1375 0.1177 0.0182 0.21
H 1.63302 1.36223 0.07560 -0.0658 -0.1193 0.0210 0.22
```
Forces are in eV/Å.

Values from the calculation:
Total energy ... -8464.304 eV
Spin multiplicity ... 1
ΔE to the lowest compared entry with this formula, charge and spin ... 4.8 kJ/mol
Kohn-Sham gap ... 11.16 eV
Largest force on an atom ... 0.0057 Eh/bohr

=====

No. 2
The following is a DFT calculation (ωB97M-V/def2-TZVPD) of C30H46HgNO23S3 as an isolated structure at a distorted geometry.

The geometry in XYZ format:
```
104
Properties=species:S:1:pos:R:3:forces:R:3:lowdin_spin:R:1
Hg 3.00755 -1.99750 1.36084 -0.6170 1.8724 -1.7277 0.00
C 0.16460 0.30545 0.26676 -0.6096 -1.1362 0.1480 0.01
C -0.21675 -0.67842 1.41199 2.6830 0.7837 -0.9391 0.11
O 0.86564 -1.55164 1.90258 -2.3349 1.1245 -0.2801 0.80
H -0.77732 0.74364 -0.06321 -0.0392 0.2013 0.0977 0.00
H 0.56921 -0.22633 -0.59441 0.1173 -0.0976 0.0222 0.00
H 0.83006 1.12829 0.52788 0.0053 -0.2255 0.3590 0.00
H -1.13552 -1.25428 1.30083 0.0857 -0.9208 -0.4327 0.04
H -0.61023 -0.04055 2.20345 0.4988 0.0165 1.1993 0.06
C -4.84776 2.42332 1.59880 -1.9445 2.1430 0.8223 0.00
C -4.18996 1.17169 1.26070 -0.2043 -1.7006 3.4495 0.00
O -3.47899 1.42092 0.14405 1.9546 -0.1009 -3.5807 0.00
S -3.95060 2.70317 -0.77024 -0.5318 1.3974 2.9235 0.00
O -4.61171 2.32291 -1.95257 -0.2367 -0.6104 -0.3498 0.00
O -2.86828 3.65092 -0.86559 -0.8555 -1.2981 0.4431 0.00
O -5.07598 3.12192 0.38568 1.5705 0.3176 -2.5290 0.00
H -4.23306 3.00422 2.28641 -0.1573 0.3475 -0.1220 0.00
H -5.87917 2.34055 1.94148 0.3131 -0.3244 0.6634 0.00
H -4.82454 0.29639 1.39947 -0.3851 -0.2223 -1.6569 0.00
H -3.50584 0.97694 2.08662 0.6428 0.0707 -0.0149 0.00
C 1.18716 4.60836 -0.23288 1.4773 -1.1764 -1.3344 0.00
C 0.44845 5.88263 -0.02348 0.4905 0.9090 0.5163 0.00
O 0.25459 5.89788 1.39007 -1.0782 -0.8673 2.3399 0.00
S 0.13343 4.43208 2.10641 -1.0554 0.6465 -2.8864 0.00
O -1.24974 4.02167 2.05364 1.5478 -0.0532 0.0579 0.00
O 0.83356 4.31474 3.34362 -0.0123 0.3640 -0.7496 0.00
O 1.01647 3.70141 0.88200 -1.0812 0.6199 1.5405 0.00
H 2.26108 4.73854 -0.36649 -0.0995 0.0280 0.1352 0.00
H 0.81639 4.10960 -1.12834 -0.0026 -0.1460 0.1374 0.00
H -0.37936 5.96471 -0.72781 -0.8423 -0.0863 0.9582 0.00
H 1.01500 6.81014 -0.10621 0.4135 -0.3463 -0.6583 0.00
C -0.94882 1.02605 6.34096 1.1703 0.1847 -1.4528 0.00
C 0.17121 0.18176 5.57004 -0.6034 -0.7918 1.6154 0.00
O 0.13036 -1.06599 6.34093 0.6332 0.3725 0.7469 0.00
S -0.23729 -0.88419 7.93936 -1.4176 -0.8020 0.4448 0.00
O 0.94924 -0.91261 8.77045 -1.7989 0.5804 -1.6449 0.00
O -1.35535 -1.77752 8.26173 2.4874 2.0109 -1.0027 0.00
O -0.81727 0.66941 7.72834 0.5788 -1.1751 -0.5663 0.00
H -1.93420 0.91766 5.88778 -0.2065 -0.7939 0.5795 0.00
H -0.75859 2.09382 6.23245 0.3487 -0.0280 0.3998 0.00
H 1.13991 0.67901 5.52035 0.2533 0.0620 1.1557 0.00
H 0.15909 -0.23530 4.56305 -1.4499 0.4700 -0.2797 0.00
C -0.80926 -5.59168 -1.50086 -0.5946 -2.4870 -1.7795 0.00
C -0.82288 -4.66271 -0.55111 -0.1437 1.7933 2.6720 0.00
C -1.93603 -4.32232 0.20809 -2.1504 -0.6214 -2.3851 0.00
C -3.18040 -4.92589 -0.24686 2.0919 1.0629 0.6440 0.00
C -3.17641 -5.91915 -1.24385 -0.0720 0.0502 1.0258 0.00
C -1.98051 -6.32833 -1.81192 1.0806 1.0709 0.3153 0.00
N -4.47293 -4.43383 0.28007 -3.0307 -0.5101 -0.1777 0.00
O -4.59932 -3.28803 0.68725 1.4640 -0.2571 -0.0323 0.00
O -5.47127 -5.17442 0.20404 2.2532 0.4132 -0.1236 0.00
H 0.13645 -5.79522 -1.98106 -0.0899 -0.4361 -0.2138 0.00
H 0.06531 -4.14039 -0.22753 0.5144 0.0353 -0.2985 0.00
H -1.77289 -3.44209 0.81223 -0.9443 -0.3126 0.5903 0.00
H -4.10289 -6.41497 -1.49323 -0.1017 0.1062 -0.0090 0.00
H -1.90306 -7.17440 -2.47868 -0.2928 0.1267 -0.1776 0.00
O 2.67638 -1.86975 -1.07199 0.8697 1.6788 2.4424 -0.01
C 2.38263 -2.41539 -2.11009 -1.2351 -2.5620 -0.4185 0.00
O 1.98967 -1.77148 -3.16077 0.5172 2.0920 0.7416 0.00
C 1.34378 -2.59706 -4.13096 0.6349 -0.8909 -0.1845 0.00
C 1.69509 -3.98463 -3.63516 -1.0589 -2.2515 -2.7597 0.00
C 2.34346 -3.91446 -2.35106 0.6129 1.4537 1.9320 0.00
H 1.81028 -2.42970 -5.10177 -0.4497 0.4620 0.0558 0.00
H 0.27955 -2.37156 -4.06259 0.1393 -0.0166 -0.3859 0.00
H 2.41244 -4.53433 -4.24454 -0.5574 0.2381 -0.8865 0.00
H 0.77826 -4.57189 -3.58360 0.1375 -0.1068 -0.1714 0.00
H 3.40547 -4.15914 -2.37042 -0.0387 -0.6048 0.1756 0.00
H 1.75733 -4.49978 -1.64257 0.6307 0.3708 0.6700 0.00
O 3.49755 0.39301 1.11478 -0.8720 -6.2585 -4.8843 -0.01
C 3.75878 1.29966 1.79250 0.4947 3.5738 6.2144 0.00
O 4.83279 2.00793 1.72786 0.4051 -0.7872 -2.8844 0.00
C 4.97842 2.98503 2.71627 -0.2525 -0.0312 2.0612 0.00
C 3.62470 2.90564 3.48166 -0.1986 1.8979 0.6327 0.00
C 2.91859 1.64956 3.02086 0.9152 0.9028 -0.5834 0.00
H 5.29485 3.95059 2.32174 -0.5195 -0.1481 -0.3224 0.00
H 5.81941 2.61458 3.30246 -0.0307 0.1864 0.3160 0.00
H 3.01007 3.78205 3.27615 0.1671 -0.0442 -0.2181 0.00
H 3.75057 2.94789 4.56354 0.2341 -0.1731 -0.0799 0.00
H 1.90805 1.76739 2.62967 -0.1491 0.1969 0.4730 0.00
H 2.97113 0.93687 3.84392 -0.0700 -0.6327 -0.5112 0.00
O -2.61467 -3.43115 -4.17304 0.6055 2.2782 1.3782 0.00
C -2.52105 -2.29669 -3.71629 -1.5870 -2.9979 -0.4323 0.00
O -2.67435 -2.04775 -2.35021 0.5564 -0.0637 -0.2666 0.00
C -2.56771 -0.63187 -2.13347 -1.3061 0.9422 0.0474 0.00
C -1.84794 -0.16639 -3.29118 2.2687 1.9907 -3.5504 0.00
C -2.34161 -1.03017 -4.47721 0.7582 0.1943 1.2357 0.00
H -1.97266 -0.20830 -1.32439 -0.5098 -1.3280 0.8982 0.00
H -3.53818 -0.13565 -2.14141 -0.3865 -0.5372 0.4860 0.00
H -0.78429 -0.18839 -3.05401 0.5545 -0.9630 -0.4695 0.00
H -1.87511 0.88134 -3.59055 -0.9028 0.2989 0.5077 0.00
H -1.70758 -1.22865 -5.34134 0.0715 0.3515 0.1548 0.00
H -3.29379 -0.61779 -4.81095 -0.1279 -0.2644 -0.0586 0.00
O 3.58786 3.12843 -1.58120 0.2358 0.5923 0.9989 0.00
C 3.34974 2.36376 -2.45469 0.6582 -0.3201 -0.5996 0.00
O 4.30687 1.90963 -3.29978 0.5115 -0.0490 -0.3808 0.00
C 3.71745 1.21396 -4.41367 -0.0371 -0.1642 -0.1511 0.00
C 2.23337 1.51676 -4.27240 0.3580 -0.3131 -1.1902 0.00
C 2.07738 1.68462 -2.79655 -0.7725 -0.4782 0.7383 0.00
H 3.89180 0.13807 -4.42654 0.0937 -0.2755 1.0723 0.00
H 4.19121 1.44543 -5.36765 -0.0938 1.0457 0.1921 0.00
H 1.74142 0.69977 -4.80022 -0.7379 0.3456 0.2601 0.00
H 2.02209 2.49865 -4.69591 -0.2189 -0.2061 -0.4947 0.00
H 2.15926 0.76888 -2.21104 -0.1656 -0.5007 -0.1883 0.00
H 1.18115 2.18992 -2.43661 0.1557 0.2221 -0.2094 0.00
```
Forces are in eV/Å.

Values from the calculation:
Total energy ... -117088.851 eV
Spin multiplicity ... 2
⟨S²⟩ ... 0.759
Kohn-Sham gap (spin up / spin down) ... 2.97 / 3.02 eV
Charge ... +2
Largest force on an atom ... 0.1553 Eh/bohr

=====

No. 3
The following is a DFT calculation (ωB97M-V/def2-TZVPD) of C41H50N2O25S as an isolated structure at a distorted geometry.

The geometry in XYZ format:
```
119
Properties=species:S:1:pos:R:3:forces:R:3:lowdin_charge:R:1
C -4.74187 1.18912 2.16233 -0.0786 0.1338 -0.9556 -0.05
C -3.86992 1.11244 0.89234 0.0242 -0.1303 0.2156 -0.26
C -2.76675 0.23663 0.75882 -0.7557 0.8966 -0.6549 -0.04
C -2.08218 0.23273 -0.46754 -0.0764 -0.0701 0.6986 -0.04
C -2.43806 1.05736 -1.55889 -0.1555 0.6908 -0.7838 -0.14
C -1.65927 0.94457 -2.88172 1.6473 -2.0262 0.7296 -0.29
C -1.47420 -0.62701 -3.14778 -1.5676 0.7826 0.1701 -0.07
C -0.19064 1.54262 -2.74028 -0.3015 -0.2472 -0.0767 -0.05
C -3.52389 1.94626 -1.41767 -0.0217 -0.9326 1.8255 -0.22
O -4.02303 2.79950 -2.38784 0.8483 -0.0502 0.0674 -0.03
C -3.07680 3.72320 -2.90762 -0.0680 1.0882 -0.2419 -0.14
C -2.31978 4.57226 -1.87931 1.0102 0.5189 0.2425 -0.14
C -2.76606 4.88245 -0.52523 0.1331 0.0339 -0.2967 0.00
C -2.03132 5.65770 0.33065 0.2603 0.3435 0.6042 -0.01
C -0.77098 6.25743 -0.06378 -1.5287 -1.3129 -0.5634 -0.36
N 0.03970 7.03172 0.68206 0.3203 -0.5942 -2.4692 -0.21
S 1.25008 7.37144 -0.39489 -0.0587 0.1799 0.3388 0.98
N 0.79307 6.59454 -1.73590 -0.4468 -0.2236 0.8044 -0.25
C -0.36470 5.96563 -1.43800 0.5112 0.7683 0.7433 -0.34
C -1.12550 5.12176 -2.30794 -0.6871 -0.2189 0.0427 0.02
C -4.21203 1.94277 -0.17785 -0.0240 0.0700 -0.4219 0.00
H -4.58598 0.32777 2.83252 0.0112 0.5228 -0.1908 0.07
H -5.79575 1.19431 1.81714 0.4588 -0.1447 0.3947 0.08
H -4.59094 2.15931 2.67128 0.0939 -0.6007 0.0237 0.08
H -2.51640 -0.42128 1.59860 0.1121 0.1991 -0.4863 0.11
H -1.24196 -0.47369 -0.54022 -0.3879 0.4673 -0.2996 0.11
H -2.18677 1.32051 -3.76898 0.0229 0.1318 0.6468 0.12
H -0.59332 -1.03698 -2.63373 -0.2197 0.1522 -0.5016 0.07
H -2.38037 -1.09861 -2.71232 0.5392 -0.0915 -0.3865 0.08
H -1.50886 -0.82323 -4.22973 0.5333 -0.1036 0.4731 0.07
H 0.00785 2.30605 -3.51284 -0.0153 -0.0743 0.5584 0.07
H 0.56120 0.74839 -2.89660 -0.4865 0.3965 -0.1247 0.05
H -0.00063 1.91101 -1.71171 -0.2883 0.2336 -0.6623 0.08
H -2.32383 3.27887 -3.58491 -0.4054 -0.0609 0.4604 0.10
H -3.65222 4.43127 -3.54167 0.0644 -0.4879 0.3946 0.15
H -3.72194 4.48907 -0.17044 0.4124 0.0979 -0.2224 0.11
H -2.37335 5.85381 1.35770 -0.0007 -0.1514 -0.5818 0.12
H -0.78790 4.92496 -3.33594 0.0856 0.1446 0.6059 0.13
H -5.07239 2.62072 -0.05593 0.4045 -0.3498 -0.1831 0.13
C 0.30305 -1.77084 -7.64780 -0.2927 -0.0746 -0.3838 -0.12
C 1.57382 -2.54508 -7.40991 0.1565 -0.3840 -0.2696 -0.12
O 2.20026 -1.80364 -6.36203 -0.2922 0.1662 0.0468 0.07
C 1.22649 -1.12507 -5.70454 -0.0117 0.0188 0.2187 -0.55
O 1.38416 -0.54607 -4.67785 0.0929 -0.0413 -0.1401 0.15
O 0.04536 -1.19452 -6.36875 0.3369 0.0190 0.0672 0.05
H -0.52344 -2.40515 -7.96143 -0.0786 0.0729 0.2058 0.14
H 0.43144 -0.96794 -8.37768 0.0406 0.0045 0.0445 0.13
H 1.38537 -3.56176 -7.05918 -0.0436 0.0534 0.0435 0.14
H 2.21121 -2.58722 -8.29099 0.1367 0.1102 0.1441 0.13
C -3.35330 -4.74265 -1.55842 -0.2644 0.0349 0.2396 -0.11
C -1.91550 -4.99285 -1.18518 -0.1857 0.0201 -0.3238 -0.13
O -1.28612 -5.14245 -2.46485 -0.3868 0.2722 -0.2604 0.07
C -2.05345 -4.49997 -3.37712 0.2002 0.0431 -0.1897 -0.57
O -1.72646 -4.29109 -4.50402 -0.0660 0.0114 0.0626 0.14
O -3.24246 -4.12113 -2.84124 0.2432 -0.0802 -0.1055 0.05
H -3.86232 -4.08855 -0.85300 -0.0225 0.1166 -0.1865 0.13
H -3.92686 -5.66673 -1.66225 0.0479 0.0036 -0.0389 0.13
H -1.46372 -4.14717 -0.66607 0.0025 -0.0305 -0.0289 0.13
H -1.79138 -5.87630 -0.58913 0.1021 -0.1068 -0.3046 0.10
C 1.79732 -7.49379 0.94408 0.5756 -0.1521 -0.1756 -0.09
C 1.19316 -8.03388 2.21026 0.2621 -0.5478 0.3126 -0.10
O 0.16525 -7.07653 2.49876 -0.1067 0.2238 -0.3786 0.08
C -0.16631 -6.47535 1.33652 0.0109 -0.0272 0.2353 -0.55
O -1.10426 -5.74582 1.19595 0.4444 -0.2074 0.9233 0.11
O 0.69552 -6.79995 0.34472 -0.3317 0.1493 0.2942 0.07
H 2.16774 -8.27933 0.28851 -0.2202 0.0733 -0.1425 0.14
H 2.59950 -6.78077 1.13197 -0.0450 -0.0203 0.0156 0.11
H 0.73436 -9.01530 2.07116 0.1013 0.3611 -0.0885 0.09
H 1.91232 -8.09123 3.02553 -0.1234 0.2458 0.0734 0.14
C 1.31390 6.47967 3.52492 -0.3270 0.2194 -0.3039 -0.13
C 2.25116 5.32247 3.30158 0.1394 -0.1426 -0.4195 -0.12
O 2.78608 5.09577 4.60869 -0.2173 0.1596 0.0519 0.03
C 1.88970 5.59112 5.50707 -0.1219 0.0625 0.3445 -0.56
O 1.95553 5.41306 6.68043 0.0901 -0.0566 -0.1054 0.16
O 0.92040 6.30725 4.88899 0.4094 -0.2875 0.0625 0.07
H 0.45166 6.45248 2.86335 0.0087 0.0562 0.2777 0.09
H 1.81061 7.44733 3.42101 0.0070 -0.0274 0.0255 0.14
H 1.73240 4.41991 2.97000 -0.0253 0.0228 0.0502 0.14
H 3.04320 5.55444 2.59203 0.1190 -0.0544 0.1745 0.13
C -0.73550 8.81668 -3.88169 0.1634 -0.3242 0.2117 -0.13
C -0.01505 9.93349 -4.59196 0.4255 0.0530 -0.0482 -0.12
O -1.06116 10.56012 -5.33276 -0.1855 -0.1825 0.2116 0.06
C -2.23528 10.27460 -4.70706 -0.2807 0.1450 -0.0776 -0.56
O -3.27654 10.77876 -4.97115 0.0951 -0.0507 0.0247 0.17
O -2.05740 9.33539 -3.73938 0.1195 0.2242 -0.2451 0.06
H -0.30120 8.58832 -2.91203 -0.1889 0.0253 0.0359 0.10
H -0.77733 7.90082 -4.47613 0.0034 0.0306 -0.0090 0.13
H 0.41402 10.66208 -3.90007 -0.0524 -0.0139 0.0108 0.13
H 0.76878 9.57262 -5.25501 -0.1230 0.1030 -0.1343 0.13
C 0.33054 -11.48123 4.95208 0.1860 0.0351 0.4577 -0.12
C -0.88970 -12.30723 4.63521 -0.2017 -0.2927 0.3031 -0.12
O -1.32499 -11.75710 3.39160 0.3228 0.1538 -0.0456 0.07
C -0.25146 -11.17618 2.80299 -0.1298 -0.0960 -0.2308 -0.56
O -0.23428 -10.77095 1.68356 -0.0656 -0.2001 0.1275 0.15
O 0.80370 -11.11507 3.65508 -0.2798 -0.0531 -0.1508 0.06
H 1.08727 -12.04066 5.49808 0.1145 0.0562 -0.1858 0.13
H 0.08974 -10.57345 5.50938 -0.0276 -0.0048 -0.0552 0.14
H -0.65517 -13.36406 4.49102 0.0274 0.0388 -0.0364 0.13
H -1.66564 -12.21781 5.39255 -0.1064 0.0762 -0.1795 0.13
C 2.38694 -2.48757 1.19466 -0.1355 0.3347 -0.3279 -0.12
C 1.78707 -2.58545 2.57407 -0.3119 0.3321 0.1633 -0.12
O 2.10736 -3.92216 2.95917 0.2209 -0.0544 -0.2416 0.06
C 3.19043 -4.30701 2.23789 0.1584 -0.0858 0.0529 -0.56
O 3.80837 -5.30516 2.43591 -0.0874 0.0556 -0.0121 0.15
O 3.47477 -3.41053 1.26175 -0.1403 -0.1625 0.2845 0.07
H 2.74118 -1.48594 0.95976 0.1894 -0.1182 -0.0240 0.13
H 1.69650 -2.81205 0.41265 0.0140 -0.0460 0.0402 0.13
H 2.24841 -1.89365 3.28239 0.0447 -0.0443 -0.0237 0.13
H 0.71024 -2.42777 2.57634 0.0088 -0.2205 0.0770 0.13
C 4.95705 2.74640 5.74670 -0.5828 -0.3531 -0.1504 -0.13
C 5.51319 3.99410 6.35705 -0.2123 0.6573 0.3000 -0.13
O 6.87590 3.64998 6.61030 -0.0374 -0.4637 -0.3519 0.06
C 7.20227 2.63935 5.75643 0.2169 -0.0321 -0.0048 -0.56
O 8.30399 2.22978 5.58991 -0.1053 0.0238 0.0019 0.16
O 6.09670 2.16195 5.11547 0.3280 0.2773 0.2740 0.06
H 4.17486 2.95229 5.02030 0.1238 -0.0772 -0.0870 0.12
H 4.57257 2.04959 6.49537 0.0509 0.0174 0.0119 0.14
H 5.48626 4.84298 5.67048 -0.0090 -0.0418 -0.0103 0.13
H 5.00491 4.26899 7.27883 0.1662 0.0170 0.0379 0.14
```
Forces are in eV/Å.

Values from the calculation:
Total energy ... -108330.235 eV
Spin multiplicity ... 1
Kohn-Sham gap ... 7.54 eV
Largest force on an atom ... 0.0527 Eh/bohr